ORCA calculation (wB97M-V/def2-TZVPD) on a cluster of 2 separate species, C14H33BNO2 in total.

XYZ file:
```
51
Properties=species:S:1:pos:R:3:mulliken_charge:R:1
C -0.63161 -0.05513 2.81481 -1.116
C -1.57797 -1.00678 2.05639 -1.239
C -1.52934 -0.87207 0.53097 1.900
C -2.10577 0.53504 0.19004 -1.290
B -2.44081 -2.11802 -0.11085 0.568
C -1.67426 -2.92743 -1.32819 -1.173
C -0.21666 -3.34396 -0.99818 0.290
C 0.73501 -3.18079 -2.19945 -0.824
C 1.75967 -2.01552 -2.12132 -0.900
N 1.75959 -1.26072 -0.85852 0.773
C 1.70634 0.17939 -1.04188 -1.670
C 2.80980 -1.64027 0.02168 0.306
C 2.35095 -2.14747 1.36322 -0.757
O 3.95210 -1.59328 -0.25233 -0.583
H -0.52523 -0.38617 3.84453 0.337
H -1.07103 0.93762 2.86791 0.356
H 0.32775 0.00834 2.31080 0.174
H -1.36543 -2.02920 2.35919 0.417
H -2.60459 -0.82464 2.35915 0.473
H -0.49655 -0.86188 0.17904 -1.377
H -3.07299 0.47121 -0.29476 0.247
H -1.39103 1.09190 -0.41513 0.118
H -2.25281 1.13421 1.08307 0.325
H -3.45199 -1.60472 -0.60144 -0.308
H -2.86576 -2.87094 0.76519 -0.281
H -1.73474 -2.35378 -2.25562 0.291
H -2.24249 -3.84079 -1.50591 0.160
H 0.13660 -2.86963 -0.09457 -0.235
H -0.26121 -4.40994 -0.78754 0.459
H 0.15763 -3.04122 -3.10098 0.426
H 1.28654 -4.10621 -2.35400 0.383
H 2.75922 -2.41997 -2.27478 0.289
H 1.61760 -1.31995 -2.93761 0.440
H 0.84586 0.38522 -1.66643 0.482
H 1.50395 0.67942 -0.10257 0.433
H 2.58499 0.59178 -1.54880 0.456
H 1.34954 -1.76959 1.53370 0.005
H 2.26385 -3.22577 1.31519 0.232
H 3.00618 -1.82296 2.15827 0.368
C 1.15640 4.70321 0.79728 -1.425
C 0.02363 4.11373 -0.03154 0.845
C -0.63326 5.17319 -0.90490 -1.417
O -0.94457 3.51778 0.82122 -0.407
H 0.77649 5.47916 1.46873 0.363
H 1.61340 3.93251 1.41901 0.332
H 1.92810 5.14267 0.16160 0.391
H 0.41144 3.31108 -0.66099 0.018
H -1.06886 5.96373 -0.28631 0.342
H -1.44343 4.73502 -1.48854 0.346
H 0.08625 5.62648 -1.59018 0.375
H -1.30648 4.20612 1.39236 0.279
```

The frontier orbital gap comes out at 6.97 eV. As for the total charge: -1. The HOMO energy comes out at -4.258 eV. The value obtained for the molar mass is 258.23 g/mol. Its lowest unoccupied orbital energy is 2.7 eV.